# 1
This record from the OMol25 dataset describes a molecular structure, C39H56N7O2PtSSe. The level of theory is ωB97M-V/def2-TZVPD.

## Properties
- Orbital gap: 7.10 eV
- Charge: +1
- ΔE to the lowest compared entry with this formula, charge and spin: 0.9212 eV
- M: 961.0 g/mol
- E_HOMO: -9.37 eV

Each line ends with the Mulliken charge.
CARTESIAN COORDINATES (ANGSTROEM)
Pt: 0.23 -0.56 0.00  1.840
C: -0.89 5.10 0.73  -1.477
C: 0.11 3.97 0.98  -0.568
C: 1.03 3.73 -0.19  0.752
C: 2.08 4.63 -0.40  -0.610
C: 2.95 4.48 -1.46  -1.250
C: 2.79 3.41 -2.33  -0.435
C: 1.78 2.48 -2.15  1.014
C: 1.61 1.35 -3.12  -0.253
C: 0.51 1.62 -4.15  -1.424
C: 0.89 2.66 -1.08  -0.321
N: -0.09 1.66 -0.86  0.003
C: -1.34 1.86 -0.94  0.018
C: -2.24 0.79 -0.61  0.188
C: -3.63 0.69 -0.60  -1.326
C: -3.94 -0.59 -0.14  -1.050
C: -2.72 -1.23 0.12  -0.426
N: -1.71 -0.40 -0.18  0.731
H: -1.52 5.27 1.60  0.439
H: -1.53 4.88 -0.12  0.305
H: -0.37 6.03 0.51  0.373
H: -0.43 3.05 1.24  0.032
H: 0.71 4.22 1.86  0.461
H: 2.20 5.46 0.28  0.500
H: 3.75 5.20 -1.62  0.436
H: 3.47 3.30 -3.18  0.491
H: 1.36 0.43 -2.57  -0.610
H: 2.56 1.18 -3.64  0.551
H: -0.45 1.76 -3.66  0.264
H: 0.42 0.78 -4.85  0.435
H: 0.73 2.52 -4.73  0.334
H: -1.75 2.83 -1.24  0.436
H: -4.32 1.47 -0.88  0.523
H: -4.92 -1.01 0.01  0.467
H: -2.54 -2.21 0.53  0.468
C: 1.76 1.19 5.94  -0.864
C: 2.20 2.46 5.20  -0.469
C: 3.42 2.29 4.29  -0.891
C: 3.16 1.56 2.98  -0.248
N: 2.89 0.13 3.15  2.588
C: 1.70 -0.47 2.93  -2.304
Se: 0.12 0.37 2.42  -0.112
N: 1.84 -1.79 3.20  1.831
C: 0.77 -2.78 3.14  -0.584
C: 0.02 -2.87 4.46  -0.261
C: -1.06 -3.94 4.43  -0.787
C: -2.14 -3.66 3.38  -0.588
C: 3.15 -2.04 3.59  0.937
C: 3.80 -3.21 3.94  -0.937
C: 5.14 -3.12 4.25  -0.858
C: 5.82 -1.89 4.22  -0.998
C: 5.16 -0.72 3.87  -1.149
C: 3.81 -0.82 3.56  0.260
H: 1.01 1.44 6.70  0.469
H: 2.61 0.73 6.46  0.288
H: 1.32 0.45 5.28  0.001
H: 2.44 3.22 5.94  0.425
H: 1.36 2.85 4.61  0.125
H: 4.23 1.81 4.85  0.298
H: 3.79 3.28 4.01  0.596
H: 4.02 1.64 2.31  0.081
H: 2.30 1.98 2.47  -0.265
H: 1.22 -3.74 2.86  0.169
H: 0.12 -2.47 2.32  -0.528
H: -0.43 -1.89 4.66  0.291
H: 0.74 -3.07 5.26  0.309
H: -1.53 -3.99 5.42  0.400
H: -0.61 -4.92 4.26  0.352
H: -2.51 -2.64 3.47  0.379
H: -2.98 -4.34 3.49  0.424
H: -1.75 -3.77 2.36  -0.371
H: 3.28 -4.16 3.98  0.514
H: 5.69 -4.01 4.54  0.455
H: 6.87 -1.86 4.47  0.494
H: 5.68 0.23 3.86  0.477
S: 0.52 -2.24 -1.62  -0.725
C: 0.13 -3.71 -0.81  0.096
N: 1.10 -4.46 -0.29  0.068
C: 0.89 -5.81 0.22  -0.867
C: -0.51 -5.92 0.80  0.290
C: -1.54 -5.43 -0.20  -0.864
N: -1.13 -4.13 -0.74  -0.052
H: 2.03 -4.07 -0.37  0.079
H: 1.64 -6.00 0.99  0.434
H: 1.04 -6.54 -0.58  0.384
H: -0.57 -5.33 1.72  -0.491
H: -0.72 -6.96 1.06  0.487
H: -2.51 -5.31 0.28  0.442
H: -1.65 -6.14 -1.02  0.370
H: -1.80 -3.55 -1.22  0.368
O: 3.54 -2.28 0.21  -0.577
C: 3.33 -1.07 -0.25  -1.093
O: 2.36 -0.38 0.05  -0.238
C: 4.41 -0.54 -1.18  1.013
N: 5.55 -1.47 -1.09  -0.611
C: 6.65 -0.79 -0.36  -0.992
C: 6.01 0.46 0.24  0.056
C: 4.93 0.83 -0.76  -0.467
H: 3.95 -0.55 -2.17  0.546
H: 5.85 -1.77 -2.01  0.300
H: 4.45 -2.49 -0.17  0.454
H: 7.46 -0.53 -1.05  0.338
H: 7.06 -1.45 0.40  0.388
H: 6.74 1.26 0.41  0.729
H: 5.57 0.22 1.21  -0.462
H: 5.36 1.33 -1.63  0.453
H: 4.14 1.47 -0.37  -0.111

---

# 2
This record from the OMol25 dataset describes a molecular structure, C6H8F2S at a distorted geometry. The level of theory is ωB97M-V/def2-TZVPD.

## Properties
- Orbital gap: 8.03 eV
- ΔE to the lowest compared entry with this formula, charge and spin: 2.4238 eV
- M: 150.2 g/mol
- E_HOMO: -8.69 eV

Each line ends with the Mulliken charge.
CARTESIAN COORDINATES (ANGSTROEM)
C: 0.98 -2.59 0.36  -0.170
C: 0.79 -0.64 0.89  -0.372
C: 0.69 0.26 -0.32  -0.532
C: 2.05 0.13 0.43  -0.042
C: -1.76 0.97 -0.09  -1.165
C: -0.31 1.50 -0.28  0.240
F: 2.25 1.18 1.35  -0.328
F: -0.19 2.18 -1.43  -0.334
S: 1.16 -3.77 1.47  -0.170
H: 0.82 -2.55 -0.74  0.254
H: 0.33 -0.43 1.86  0.418
H: 0.67 -0.30 -1.21  0.440
H: 3.02 -0.19 0.22  0.439
H: -2.21 1.34 0.91  0.244
H: -1.93 -0.10 -0.12  0.321
H: -2.37 1.43 -0.85  0.419
H: 0.15 2.13 0.47  0.338

---

# 3
This record from the OMol25 dataset describes 10 unconnected molecules or ions with the total composition C17H52B3F3IN18O16P at a distorted geometry. The level of theory is ωB97M-V/def2-TZVPD.

## Properties
- Orbital gap: 8.65 eV
- M: 1012.0 g/mol
- E_HOMO: -8.93 eV
- Structure (SMILES): CCOCCOB1OB(CCOCC(F)(F)F)OB(P(O)I)O1.NC(N)=O.NC(N)=O.NC(N)=O.NC(N)=O.NC(N)=O.NC(N)=O.NC(N)=O.NC(N)=O.NC(N)=O

Each line ends with the Mulliken charge.
CARTESIAN COORDINATES (ANGSTROEM)
C: -6.41 -3.04 0.69  -1.274
C: -5.03 -2.89 0.08  0.021
O: -4.63 -1.52 0.22  -0.384
C: -3.30 -1.29 -0.19  0.629
C: -3.16 0.20 -0.48  -0.674
O: -2.01 0.81 0.18  -0.559
B: -2.18 1.28 1.44  0.474
O: -2.60 0.47 2.50  0.011
B: -1.71 0.44 3.56  0.314
C: -1.39 -0.86 4.38  -0.640
C: -0.79 -1.99 3.54  -0.049
O: 0.56 -1.67 3.20  -0.440
C: 0.76 -1.25 1.88  0.112
C: 1.23 -2.41 0.99  0.863
F: 0.68 -3.57 1.33  -0.285
F: 2.55 -2.57 1.02  -0.299
F: 0.90 -2.18 -0.29  -0.297
O: -1.03 1.64 3.86  -0.469
B: -0.85 2.53 2.83  0.615
P: 0.70 3.73 2.80  -0.308
O: -0.04 4.93 1.95  -0.541
I: 1.92 2.58 1.02  -0.232
O: -1.77 2.57 1.79  0.013
H: -6.34 -3.04 1.78  0.298
H: -7.04 -2.20 0.38  0.308
H: -6.87 -3.98 0.37  0.376
H: -5.02 -3.14 -1.00  0.267
H: -4.29 -3.52 0.59  0.197
H: -2.60 -1.57 0.62  -0.521
H: -3.07 -1.89 -1.08  0.387
H: -4.07 0.70 -0.14  0.330
H: -3.00 0.40 -1.54  0.264
H: -2.32 -1.24 4.84  0.397
H: -0.70 -0.62 5.19  0.192
H: -1.38 -2.19 2.63  -0.043
H: -0.77 -2.92 4.12  0.407
H: -0.14 -0.83 1.42  -0.024
H: 1.54 -0.49 1.86  0.031
H: -0.79 4.59 1.43  0.389
N: 6.04 5.58 3.39  -0.319
C: 4.96 4.82 3.07  0.576
N: 4.98 3.54 3.57  -0.387
O: 4.04 5.22 2.37  -0.607
H: 6.82 5.21 3.90  0.176
H: 6.08 6.51 3.03  0.255
H: 4.18 2.96 3.37  0.114
H: 5.70 3.20 4.17  0.224
N: -3.68 6.16 3.49  -0.366
C: -3.77 6.84 2.31  0.673
N: -2.61 6.95 1.61  -0.308
O: -4.82 7.32 1.92  -0.671
H: -2.82 5.78 3.84  0.160
H: -4.52 6.07 4.04  0.202
H: -2.63 7.45 0.75  0.169
H: -1.74 6.55 1.93  0.199
N: -2.09 -6.92 -1.28  -0.246
C: -1.94 -5.71 -0.69  0.622
N: -0.86 -4.98 -1.10  -0.295
O: -2.72 -5.28 0.15  -0.660
H: -1.49 -7.29 -2.00  0.143
H: -2.88 -7.47 -1.01  0.163
H: -0.71 -4.08 -0.69  0.145
H: -0.21 -5.31 -1.79  0.159
N: 9.58 2.23 1.63  -0.416
C: 8.44 2.85 2.05  0.600
N: 7.26 2.28 1.65  -0.294
O: 8.47 3.86 2.74  -0.610
H: 9.58 1.41 1.06  0.157
H: 10.45 2.63 1.91  0.226
H: 6.41 2.72 1.94  0.193
H: 7.22 1.46 1.08  0.155
N: 5.83 6.18 0.14  -0.145
C: 5.73 6.95 -0.99  0.570
N: 6.84 6.95 -1.79  -0.274
O: 4.73 7.60 -1.25  -0.654
H: 6.65 5.65 0.37  0.100
H: 5.04 6.14 0.77  0.111
H: 6.82 7.51 -2.63  0.238
H: 7.66 6.42 -1.58  0.126
N: -3.00 -11.04 -2.90  -0.294
C: -1.89 -10.26 -3.04  0.636
N: -0.70 -10.91 -2.92  -0.371
O: -1.96 -9.06 -3.25  -0.713
H: -2.98 -12.04 -2.77  0.185
H: -3.89 -10.59 -3.01  0.181
H: 0.14 -10.37 -3.03  0.210
H: -0.63 -11.90 -2.76  0.177
N: -6.84 8.05 -0.61  -0.313
C: -7.71 7.06 -0.94  0.555
N: -7.51 5.88 -0.27  -0.313
O: -8.61 7.20 -1.76  -0.663
H: -6.10 7.91 0.06  0.222
H: -6.95 8.94 -1.06  0.175
H: -8.13 5.12 -0.47  0.189
H: -6.78 5.77 0.42  0.176
N: 8.35 6.21 -5.79  -0.383
C: 8.56 7.46 -5.28  0.621
N: 9.61 8.15 -5.80  -0.404
O: 7.84 7.93 -4.41  -0.673
H: 8.92 5.80 -6.50  0.167
H: 7.58 5.69 -5.42  0.219
H: 9.78 9.07 -5.45  0.221
H: 10.21 7.78 -6.52  0.161
N: -4.97 -15.71 -3.46  -0.393
C: -4.95 -14.42 -3.91  0.649
N: -6.09 -13.99 -4.52  -0.384
O: -3.97 -13.70 -3.78  -0.665
H: -5.76 -16.32 -3.56  0.164
H: -4.15 -16.05 -3.01  0.217
H: -6.10 -13.05 -4.87  0.213
H: -6.90 -14.56 -4.65  0.170

---

# 4
This record from the OMol25 dataset describes a molecular structure, C29H22Cl3KN2O3PSe2. The level of theory is ωB97M-V/def2-TZVPD.

## Properties
- Orbital gap: 6.59 eV
- Charge: -1
- M: 780.9 g/mol
- E_HOMO: -4.23 eV

Each line ends with the Mulliken charge.
CARTESIAN COORDINATES (ANGSTROEM)
K: -0.05 1.71 -0.14  1.008
Cl: -5.58 0.37 -5.56  -0.290
C: -4.13 0.53 -4.58  0.061
C: -2.89 0.69 -5.19  -0.390
C: -1.76 0.79 -4.43  -0.651
C: -1.77 0.73 -3.00  -0.140
O: -0.70 0.70 -2.34  -0.403
C: -3.09 0.66 -2.39  0.780
C: -3.39 0.71 -0.98  -0.775
N: -2.70 1.20 -0.02  0.344
C: -3.27 1.26 1.25  -0.430
C: -4.59 1.62 1.45  -0.181
C: -5.16 1.70 2.74  -0.777
C: -4.41 1.42 3.85  -0.839
C: -3.05 1.09 3.70  0.876
C: -2.22 0.82 4.81  -0.676
C: -0.90 0.54 4.63  -0.913
C: -0.39 0.54 3.31  -0.168
N: -1.14 0.77 2.26  0.268
C: -2.45 1.04 2.41  0.269
C: -4.22 0.50 -3.21  -0.955
H: -2.83 0.73 -6.28  0.382
H: -0.79 0.90 -4.91  0.438
H: -4.38 0.29 -0.76  0.472
H: -5.20 1.87 0.60  0.578
H: -6.20 1.98 2.83  0.366
H: -4.84 1.47 4.84  0.356
H: -2.65 0.85 5.80  0.378
H: -0.24 0.33 5.46  0.395
H: 0.66 0.34 3.12  0.367
H: -5.19 0.39 -2.75  0.339
Se: 2.93 0.71 -0.48  -0.030
P: 2.14 -1.39 -0.13  0.922
Se: 0.11 -1.88 0.06  -0.214
C: 2.90 -1.94 -1.68  0.086
C: 4.24 -2.30 -1.75  -0.220
C: 4.80 -2.65 -2.97  -0.657
C: 4.02 -2.60 -4.12  -0.382
C: 2.69 -2.22 -4.05  -0.633
C: 2.12 -1.89 -2.83  -0.354
C: 3.11 -2.07 1.25  0.158
C: 3.75 -1.24 2.16  -0.576
C: 4.42 -1.80 3.24  -0.798
C: 4.46 -3.17 3.41  -0.380
C: 3.82 -4.00 2.50  -0.646
C: 3.14 -3.46 1.43  -0.176
H: 4.84 -2.32 -0.85  0.354
H: 5.84 -2.93 -3.03  0.374
H: 4.46 -2.86 -5.08  0.364
H: 2.09 -2.18 -4.95  0.408
H: 1.08 -1.58 -2.76  0.177
H: 3.73 -0.17 2.03  0.576
H: 4.91 -1.15 3.96  0.403
H: 4.98 -3.60 4.26  0.365
H: 3.85 -5.08 2.63  0.381
H: 2.61 -4.10 0.73  0.399
O: 2.64 1.72 0.98  -0.238
O: 2.02 2.98 0.63  -0.814
Cl: -1.32 4.62 1.18  -0.127
C: -0.30 5.00 -0.21  -0.126
Cl: -0.97 4.39 -1.73  -0.132
H: 0.69 4.56 -0.05  0.062
H: -0.25 6.08 -0.28  0.382